# 1
The following is a DFT calculation (ωB97M-V/def2-TZVPD) of a 2-piece molecular cluster, C8H15Br2O3 overall.

Geometry as ORCA input:
```
! wB97M-V def2-TZVPD RIJCOSX def2/J DEFGRID3
* xyz -1 1
C -1.975 -3.312 1.182
O -1.205 -3.626 0.035
C -1.050 -2.517 -0.848
C 0.217 -1.712 -0.532
C -0.007 -0.211 -0.528
C -1.196 0.185 0.334
C -2.526 0.248 -0.431
O -2.510 0.799 -1.561
O -3.499 -0.268 0.170
H -2.662 -4.128 1.371
H -1.319 -3.241 2.047
H -2.535 -2.391 1.067
H -1.938 -1.898 -0.846
H -0.953 -2.943 -1.839
H 0.619 -2.033 0.422
H 0.970 -1.959 -1.274
H -0.116 0.195 -1.522
H 0.881 0.264 -0.120
H -1.015 1.189 0.708
H -1.284 -0.454 1.201
Br 3.545 1.399 0.577
C 3.581 3.215 -0.119
C 2.402 4.016 0.366
Br 0.767 3.507 -0.550
H 3.606 3.133 -1.200
H 4.515 3.647 0.236
H 2.549 5.073 0.149
H 2.223 3.886 1.428
*
```

***

# 2
The following is a DFT calculation (ωB97M-V/def2-TZVPD) of C8H15Cl2N5Nd as an isolated structure at a distorted geometry.

**Expectation value of S²**: 3.76

Geometry as ORCA input:
```
! wB97M-V def2-TZVPD RIJCOSX def2/J DEFGRID3
* xyz -1 4
Nd 0.000 0.000 0.000
Cl -1.479 -1.078 -1.388
Cl 1.160 -0.433 1.930
C -0.070 -3.328 0.253
H -0.135 -3.067 1.305
H -0.788 -4.059 -0.117
C 1.164 0.868 -1.093
C 0.842 -2.780 -0.552
H 1.153 1.949 -1.299
C 0.995 -3.084 -2.011
H 1.541 -2.046 -0.150
C 2.156 -2.314 -2.666
H 1.140 -4.162 -2.157
H 0.066 -2.797 -2.524
C 1.854 -0.826 -2.896
H 3.052 -2.412 -2.041
H 2.389 -2.783 -3.630
C 2.285 0.110 -1.745
H 2.372 -0.491 -3.803
H 0.779 -0.693 -3.083
H 2.855 -0.459 -0.998
H 2.981 0.863 -2.152
N -3.220 4.527 1.515
N -2.617 3.282 1.597
N -2.755 2.463 2.628
C -2.013 1.392 2.299
N -1.447 1.577 1.092
N -1.834 2.767 0.663
H -3.074 5.122 0.688
H -3.815 4.866 2.286
H -1.887 0.511 2.915
*
```

***

Table of calculated total energy (Eh), in record order: -5687.61151 -2069.20199